{"formula": "C3H4GaO5", "method": "ωB97M-V with the def2-TZVPD basis set", "elements": ["C", "C", "O", "C", "O", "O", "O", "H", "H", "H", "O", "H", "Ga"], "coordinates": [[0.372, -1.400, -2.188], [-0.749, -0.865, -1.626], [-0.990, -0.959, -0.245], [-0.706, 0.059, 0.579], [-0.845, -0.246, 1.807], [-0.126, 1.077, 0.160], [1.470, -1.745, -1.621], [0.323, -1.409, -3.302], [-1.526, -0.361, -2.201], [0.654, 1.434, 1.135], [0.840, 1.620, 2.122], [1.482, 2.320, 2.247], [-0.201, 0.474, 3.132]], "forces_ev_per_angstrom": [[-2.42, 1.88, -0.19], [0.75, -0.26, -0.17], [-0.37, 0.10, -0.13], [1.82, -0.63, -1.35], [-3.71, -3.20, -6.51], [-1.46, -0.88, -1.78], [0.53, -0.79, 0.15], [0.55, -0.11, 0.60], [0.27, -0.58, 0.06], [-0.22, 0.65, -0.33], [2.49, 1.97, -0.13], [0.07, 0.01, 0.37], [1.69, 1.85, 9.41]], "lowdin_charge": [-0.220, -0.086, 0.069, -0.589, -0.102, 0.087, 0.175, 0.158, 0.126, -0.028, -0.122, 0.098, 0.434], "largest_force_ev_per_a": 9.74, "spin_multiplicity": 2, "e_homo_ev": [-7.3617, -7.3614]}